[1]
{
  "formula": "C29H29BCrN11O7",
  "method": "ωB97M-V with the def2-TZVPD basis set",
  "orbital_gap_ha": [0.1907, 0.2811],
  "homo_ev": [-11.835, -11.919],
  "total_charge": 1,
  "total_energy_ha": -3320.60214,
  "multiplicity": 3,
  "elements": ["Cr", "C", "C", "C", "C", "N", "N", "B", "N", "C", "C", "C", "C", "N", "N", "C", "C", "C", "C", "N", "N", "C", "C", "C", "C", "N", "H", "H", "H", "H", "H", "H", "H", "H", "H", "H", "H", "H", "H", "H", "H", "H", "H", "H", "H", "H", "O", "C", "O", "C", "C", "C", "C", "C", "C", "O", "N", "O", "O", "N", "O", "O", "H", "H", "N", "C", "C", "C", "C", "C", "C", "H", "H", "H", "H", "H", "H", "H"],
  "positions_angstrom": [[-0.26661, -0.41334, -0.55974], [-1.53216, -2.21643, 2.13546], [-0.58037, -1.09618, 2.39154], [-0.08784, -0.70239, 3.63279], [0.75763, 0.36069, 3.38375], [0.75283, 0.60961, 2.06373], [-0.05343, -0.29750, 1.45184], [1.63607, 1.49602, 1.15671], [2.42373, 0.51113, 0.24421], [3.73248, 0.26962, 0.09259], [3.90094, -0.62954, -0.94229], [2.61365, -0.92957, -1.38818], [2.19433, -1.84529, -2.48508], [1.74181, -0.22384, -0.66015], [0.71537, 2.26964, 0.16050], [0.80420, 3.54963, -0.23131], [0.09584, 3.70675, -1.40297], [-0.41543, 2.44155, -1.70111], [-1.17288, 2.03483, -2.91633], [-0.05123, 1.59313, -0.72769], [2.55314, 2.46119, 1.84770], [3.56813, 3.16910, 1.26972], [4.05279, 4.04505, 2.19661], [3.26053, 3.82792, 3.35096], [3.34486, 4.51676, 4.66951], [2.36679, 2.88551, 3.12346], [-2.29332, -2.24133, 2.91384], [-0.99958, -3.16787, 2.17025], [-2.02429, -2.14042, 1.16677], [-0.31416, -1.14509, 4.58725], [1.33796, 0.98010, 4.03951], [4.46211, 0.74033, 0.73002], [4.82612, -1.03463, -1.31308], [2.17330, -2.87561, -2.12613], [2.90897, -1.80088, -3.30392], [1.20455, -1.58267, -2.86050], [1.36765, 4.26681, 0.34196], [-0.02312, 4.60846, -1.97827], [-0.52936, 2.13434, -3.79186], [-2.03237, 2.68763, -3.06385], [-1.52082, 1.00667, -2.85520], [3.86257, 2.99588, 0.24599], [4.85737, 4.75200, 2.08277], [4.33211, 4.38389, 5.11188], [2.59682, 4.11562, 5.34981], [3.17409, 5.58679, 4.54846], [-3.22743, -2.18477, -2.36892], [-2.09780, -2.21383, -1.95486], [-1.38624, -1.09146, -1.78984], [-1.37203, -3.45496, -1.59626], [-1.86718, -4.67397, -2.02021], [-1.20105, -5.83521, -1.68639], [-0.02198, -5.80755, -0.96180], [0.48822, -4.60160, -0.53437], [-0.20034, -3.37450, -0.79018], [0.16918, -2.25937, -0.24341], [1.76074, -4.63497, 0.19504], [2.16440, -5.72812, 0.53860], [2.37872, -3.59692, 0.34858], [-1.74742, -7.12980, -2.11333], [-1.19091, -8.12744, -1.70128], [-2.70975, -7.10872, -2.85343], [-2.76767, -4.72272, -2.61736], [0.50804, -6.72358, -0.74600], [-2.48769, 0.28735, 0.15797], [-3.16792, 1.41451, -0.36606], [-4.10852, 1.23209, -1.37813], [-4.78808, 2.32487, -1.88390], [-4.52890, 3.59921, -1.39103], [-3.58898, 3.77464, -0.38226], [-2.90728, 2.68756, 0.13475], [-2.32369, 0.37887, 1.15629], [-3.03305, -0.54898, -0.03332], [-4.29948, 0.23933, -1.77280], [-5.52583, 2.17863, -2.66099], [-5.06505, 4.45249, -1.78365], [-3.39282, 4.76172, 0.01464], [-2.18398, 2.82313, 0.93200]],
  "forces_ev_per_angstrom": [[-0.02, -0.39, 1.17], [0.05, 0.00, -0.05], [0.08, 0.05, 0.23], [0.08, 0.07, 0.02], [-0.15, 0.03, -0.23], [0.07, -0.05, 0.27], [-0.16, 0.19, -0.34], [0.05, 0.10, -0.09], [0.15, 0.17, 0.05], [0.04, -0.18, -0.05], [-0.06, -0.01, 0.06], [0.18, -0.04, -0.03], [0.00, -0.04, 0.12], [-0.26, -0.29, -0.21], [-0.13, 0.05, 0.20], [-0.09, 0.03, -0.05], [0.03, -0.06, 0.05], [0.07, 0.11, -0.07], [-0.03, -0.04, 0.03], [-0.23, -0.11, -0.42], [0.22, -0.06, -0.11], [0.03, -0.08, -0.07], [-0.01, 0.08, 0.04], [-0.03, -0.11, -0.17], [-0.01, -0.01, -0.03], [-0.31, -0.14, 0.27], [-0.01, 0.03, -0.01], [-0.02, 0.00, -0.08], [0.01, -0.09, 0.02], [-0.01, 0.02, 0.00], [0.11, 0.10, 0.05], [-0.05, 0.01, 0.00], [-0.01, 0.02, -0.01], [-0.02, 0.06, 0.00], [-0.03, 0.06, -0.05], [0.02, -0.05, -0.08], [0.02, -0.05, 0.04], [-0.03, -0.01, 0.00], [0.00, -0.02, 0.00], [-0.03, -0.01, 0.02], [-0.03, 0.03, -0.04], [-0.01, 0.04, 0.03], [0.00, -0.04, -0.05], [-0.01, 0.01, 0.02], [0.01, 0.01, 0.01], [0.01, 0.01, 0.05], [0.14, 0.23, 0.06], [-0.11, -0.98, -0.02], [0.11, 1.01, -0.45], [0.38, 0.26, 0.30], [-0.12, -0.32, -0.12], [0.03, 0.32, 0.05], [0.05, -0.06, -0.04], [-0.44, 0.49, -0.11], [-0.33, -0.46, -0.25], [0.13, 0.49, 0.09], [0.54, -0.24, -0.13], [-0.17, 0.17, 0.13], [-0.26, -0.01, -0.01], [0.03, -0.24, -0.17], [-0.10, 0.17, -0.05], [0.11, 0.02, 0.15], [-0.03, 0.05, 0.03], [-0.03, -0.01, 0.06], [0.48, -0.35, 0.09], [-0.17, 0.30, -0.22], [0.09, -0.12, -0.06], [0.00, 0.08, 0.01], [0.02, -0.05, -0.01], [-0.02, 0.03, 0.02], [0.04, -0.11, 0.06], [0.02, -0.03, -0.02], [0.07, -0.03, 0.09], [0.03, -0.01, 0.04], [0.00, 0.02, 0.00], [0.00, 0.00, -0.01], [-0.01, 0.00, -0.02], [0.03, -0.01, -0.02]],
  "lowdin_spin": [2.3132, 0.0023, 0.0051, 0.0023, 0.0104, 0.0007, -0.0284, 0.0004, 0.0009, 0.0082, 0.0007, 0.0028, 0.0027, -0.0349, -0.0001, 0.0096, 0.0014, 0.0071, 0.0012, -0.0254, 0.0001, 0.0001, 0.0001, 0.0000, 0.0000, 0.0000, 0.0004, 0.0006, 0.0007, -0.0002, 0.0005, 0.0004, -0.0003, 0.0006, 0.0004, 0.0010, 0.0004, -0.0001, 0.0004, 0.0003, 0.0004, 0.0001, 0.0000, 0.0000, 0.0000, 0.0000, -0.0007, 0.0065, -0.0361, -0.0048, 0.0018, -0.0072, -0.0017, -0.0051, -0.0008, -0.0279, 0.0000, 0.0000, 0.0002, -0.0005, -0.0016, 0.0000, 0.0002, -0.0001, -0.1150, -0.0100, -0.0249, 0.0021, -0.0344, 0.0019, -0.0247, -0.0014, -0.0002, -0.0006, 0.0007, -0.0017, 0.0008, -0.0007]
}



[2]
{
  "formula": "C29H29CdN3OS4Si",
  "method": "ωB97M-V with the def2-TZVPD basis set",
  "orbital_gap_ha": 0.2338,
  "homo_ev": -2.151,
  "total_charge": -2,
  "total_energy_ha": -3412.03939,
  "elements": ["Cd", "S", "C", "C", "C", "C", "N", "C", "C", "C", "S", "C", "N", "H", "H", "C", "Si", "C", "N", "C", "C", "C", "C", "C", "C", "C", "C", "C", "C", "C", "C", "C", "C", "C", "C", "C", "H", "H", "H", "H", "H", "H", "H", "H", "H", "H", "H", "H", "H", "H", "H", "H", "H", "H", "H", "H", "H", "H", "H", "H", "C", "O", "C", "S", "S", "H", "H", "H"],
  "positions_angstrom": [[-0.81573, 1.93131, -0.65949], [-2.92831, 3.10572, -0.44697], [-2.70502, 4.05058, 1.01713], [-3.78790, 4.81453, 1.44074], [-3.65803, 5.72905, 2.48340], [-4.76400, 6.58265, 2.75843], [-5.68017, 7.26862, 2.79771], [-2.46958, 5.87624, 3.16214], [-1.33404, 5.13681, 2.74857], [-1.38082, 4.25884, 1.68678], [0.05976, 3.50997, 1.18511], [-2.39914, 6.86772, 4.19866], [-2.26580, 7.49935, 5.13843], [-4.67667, 4.78577, 0.84940], [-0.40046, 5.44538, 3.23508], [0.55555, 1.22485, -2.26055], [1.47742, -0.08258, -1.39450], [0.22961, -1.28432, -0.64938], [-0.89822, -0.72922, 0.08876], [-0.68627, -0.70773, 1.53685], [-2.10907, -0.55291, 2.23977], [-2.70896, -1.97096, 2.06461], [-2.37608, -2.50244, 0.63682], [-2.15860, -1.35740, -0.33654], [2.52305, 0.48217, -0.00098], [2.72489, 1.81308, 0.17719], [3.52950, 2.34199, 1.16364], [4.12291, 1.41154, 2.03050], [3.94567, 0.06776, 1.85254], [3.20983, -0.39785, 0.80007], [2.55833, -1.08732, -2.58721], [3.42403, -0.45470, -3.49111], [4.27313, -1.28769, -4.24519], [4.32953, -2.64514, -3.94902], [3.52357, -3.22880, -3.03002], [2.53286, -2.47266, -2.38166], [-0.00726, 0.79325, -3.16069], [1.09302, 2.09735, -2.56704], [0.69480, -2.10132, -0.10893], [-0.16720, -1.65074, -1.63264], [0.19532, -0.11202, 1.79571], [-0.32240, -1.75753, 1.92877], [-2.68371, 0.15547, 1.74592], [-1.96785, -0.37949, 3.32380], [-3.75368, -2.04847, 2.38443], [-2.15212, -2.62537, 2.73567], [-3.21606, -3.20656, 0.36469], [-1.57006, -3.20456, 0.61376], [-3.02800, -0.66439, -0.32535], [-2.02673, -1.72202, -1.41686], [2.19792, 2.50161, -0.42157], [3.71711, 3.41671, 1.39648], [4.74560, 1.75543, 2.84684], [4.50195, -0.60968, 2.49825], [3.12366, -1.50746, 0.63236], [3.48281, 0.62284, -3.52916], [5.02764, -0.78622, -4.80561], [4.91398, -3.27466, -4.53766], [3.69823, -4.31128, -2.89850], [1.81665, -2.91914, -1.69436], [-1.84499, -4.77510, -2.79050], [-0.70487, -4.90884, -1.95484], [-0.76309, -5.71789, -0.90410], [-2.06375, -6.69342, -0.59836], [0.48632, -5.42042, 0.21622], [-1.44679, -4.03869, -3.45584], [-2.81660, -4.63341, -2.32659], [-1.97660, -5.71620, -3.21403]],
  "forces_ev_per_angstrom": [[0.45, -0.14, -0.15], [-0.44, 0.05, 0.42], [1.42, 0.56, 0.32], [1.08, -0.16, -0.06], [-0.65, -0.20, -0.13], [0.14, -0.24, -0.42], [-0.67, 0.50, 0.34], [0.75, -0.06, -0.41], [-0.54, 1.64, 1.03], [-2.10, -0.46, -0.79], [0.71, -0.65, -0.28], [0.43, -1.55, -0.68], [0.05, 1.17, 1.01], [-0.56, -0.10, -0.04], [-0.22, -0.65, -0.30], [-1.34, -0.69, -0.47], [-0.52, -0.39, -0.73], [-0.03, 0.05, -1.36], [0.13, 1.49, -0.59], [-0.40, -2.24, 1.01], [2.73, -2.25, 0.84], [1.04, -0.06, -0.13], [-3.08, -1.08, -0.09], [-0.23, -0.88, -0.59], [0.35, -0.40, -0.69], [0.23, 1.87, 0.53], [0.95, -0.21, 1.64], [0.09, 1.49, -0.03], [1.08, -0.75, 0.50], [-0.48, -2.23, 0.01], [-0.87, 0.33, 0.96], [0.35, -1.93, 0.05], [-0.42, 1.21, 1.63], [-0.27, 1.41, -0.79], [-1.18, -1.22, 0.72], [1.21, 0.02, -0.46], [0.71, 0.58, 1.24], [0.44, 0.54, -0.29], [0.00, -0.53, 0.04], [0.23, -0.32, 0.88], [-0.68, 0.77, -0.04], [-0.47, 1.34, -0.82], [-1.02, 1.70, -0.58], [-0.22, 0.43, -0.63], [-0.02, 0.19, -0.49], [-0.07, -0.04, 0.28], [0.47, 0.91, -0.19], [1.04, -0.08, 0.22], [0.60, -0.15, 0.02], [-0.32, 0.55, 1.63], [-0.55, 0.74, -0.87], [-0.51, -0.91, -0.69], [0.01, 0.07, 0.06], [-0.27, -0.05, -0.05], [0.05, 1.18, 0.17], [-0.09, 0.11, -0.21], [0.39, -0.06, -0.95], [1.39, -0.87, -0.76], [-0.64, 0.60, 0.27], [0.28, -0.14, -0.12], [0.86, -0.05, 0.45], [-0.21, 0.66, -0.02], [0.64, 0.68, 1.90], [-0.81, -0.77, -0.31], [0.32, -0.22, -0.25], [-0.72, 0.60, -0.81], [0.22, 0.88, 0.60], [-0.26, -1.62, -1.54]],
  "mulliken_charge": [0.3559, -0.4897, 0.2302, -1.0860, 0.5806, -0.0242, -0.5631, 0.5170, -0.8563, 0.6493, -0.5700, -0.0932, -0.5705, 0.4649, 0.4017, -1.4905, 0.3807, -1.1474, 0.8702, -0.6521, -0.8452, -0.9456, -0.0246, -0.8641, 0.4973, -0.3868, -0.8682, -0.2848, -0.8143, -0.0654, 0.6557, -0.4411, -0.7153, -0.3811, -0.7671, -0.0996, 0.3412, 0.5981, 0.3577, 0.1934, 0.5015, 0.1693, 0.3470, 0.3267, 0.3859, 0.3880, 0.3661, -0.0980, 0.3288, 0.3821, 0.7223, 0.3098, 0.3496, 0.3598, 0.2666, 0.3507, 0.3406, 0.4028, 0.3631, 0.3034, -0.9858, -0.2136, 0.2146, -0.4511, -0.5129, 0.2402, 0.3280, 0.4669]
}